No. 1
The following is a DFT calculation (ωB97M-V/def2-TZVPD) of C22H51BCrN4O2Si2 as an isolated structure.

Kohn-Sham gap (alpha / beta) ... 8.02 / 8.76 eV
Charge ... 0
Energy above the lowest of the compared OMol25 structures with the same formula, charge and spin ... 0.0 kcal/mol
Multiplicity ... 5

Last column: Löwdin spin population.
Cartesian coordinates (Å):
1 O 1.787 -0.606 0.767  0.0124
2 O 2.679 0.954 -2.865  0.0000
3 C 1.985 0.459 1.726  0.0022
4 C 2.017 0.064 3.189  0.0025
5 H 1.185 1.197 1.550  0.0011
6 H 2.936 0.920 1.425  0.0000
7 H 1.139 -0.515 3.476  0.0023
8 H 2.049 0.948 3.818  0.0001
9 H 2.918 -0.500 3.432  0.0001
10 C 2.302 -1.907 1.153  0.0019
11 C 3.607 -2.233 0.469  0.0001
12 H 1.515 -2.648 0.939  0.0011
13 H 2.435 -1.951 2.245  0.0000
14 H 3.526 -2.170 -0.615  0.0000
15 H 3.901 -3.249 0.736  0.0000
16 H 4.390 -1.540 0.790  0.0001
17 C 2.516 0.418 -4.191  0.0000
18 C 3.937 1.591 -2.624  0.0000
19 C 2.795 -1.075 -4.248  0.0000
20 H 3.188 0.930 -4.891  0.0000
21 H 1.474 0.621 -4.498  0.0000
22 H 3.851 -1.270 -4.009  0.0000
23 H 2.607 -1.464 -5.255  0.0000
24 H 2.173 -1.637 -3.539  0.0000
25 C 5.148 0.721 -2.910  0.0000
26 H 3.917 1.899 -1.564  0.0000
27 H 3.977 2.498 -3.240  0.0000
28 H 5.086 -0.245 -2.389  0.0000
29 H 6.058 1.232 -2.582  0.0000
30 H 5.251 0.541 -3.991  0.0000
31 H 0.858 1.184 -1.445  0.0000
32 Cr -1.707 -1.074 1.448  3.6470
33 C -0.121 1.530 -1.845  0.0013
34 Si -0.025 3.336 -2.484  0.0002
35 H -0.416 0.868 -2.661  0.0000
36 H -0.895 1.430 -1.075  0.0012
37 C 1.085 4.482 -1.479  0.0000
38 C -1.725 4.156 -2.501  0.0000
39 C 0.484 3.690 -4.276  0.0001
40 C -1.775 0.842 2.026  0.0270
41 Si -3.587 0.973 2.546  0.0291
42 H -1.366 1.424 1.180  0.0036
43 H -1.081 1.024 2.874  0.0152
44 C -4.531 2.390 1.756  0.0026
45 C -3.476 1.361 4.381  0.0024
46 C -4.608 -0.603 2.356  0.0280
47 H 0.488 4.789 -4.368  0.0000
48 H -0.244 3.312 -5.006  0.0000
49 H 1.482 3.333 -4.549  0.0000
50 H 0.687 4.641 -0.472  0.0000
51 H 1.120 5.460 -1.982  0.0000
52 H 2.112 4.120 -1.393  0.0000
53 H -2.320 3.933 -1.613  0.0000
54 H -2.288 3.860 -3.396  0.0000
55 H -1.564 5.242 -2.554  0.0000
56 H -2.614 2.018 4.552  0.0001
57 H -3.344 0.453 4.980  0.0004
58 H -4.379 1.882 4.720  0.0001
59 H -4.425 -1.307 3.177  0.0008
60 H -4.467 -1.160 1.417  0.0070
61 H -5.666 -0.306 2.412  0.0043
62 H -5.421 2.606 2.364  0.0004
63 H -4.865 2.167 0.735  0.0001
64 H -3.924 3.303 1.722  -0.0001
65 B -3.010 -4.002 1.184  0.0088
66 N -2.202 -3.724 2.499  0.0156
67 C -2.013 -4.505 3.567  0.0236
68 C -1.254 -3.790 4.503  0.0075
69 C -1.049 -2.529 3.960  0.0309
70 N -1.614 -2.495 2.724  0.0146
71 N -1.998 -3.580 0.065  0.0179
72 C -1.409 -4.309 -0.878  0.0188
73 C -0.524 -3.495 -1.590  0.0057
74 C -0.612 -2.235 -0.999  0.0243
75 N -1.546 -2.276 -0.018  0.0258
76 H -4.054 -3.385 1.139  0.0023
77 H -3.256 -5.171 1.102  0.0005
78 H -2.376 -5.519 3.600  0.0018
79 H -0.926 -4.141 5.465  0.0000
80 H -0.495 -1.681 4.361  0.0028
81 H -1.577 -5.386 -0.952  0.0018
82 H 0.102 -3.779 -2.411  0.0001
83 H -0.019 -1.340 -1.176  0.0023

---

No. 2
The following is a DFT calculation (ωB97M-V/def2-TZVPD) of C41H61CaN9O7S2Se as an isolated structure.

Kohn-Sham gap ... 6.17 eV
Charge ... -2
Energy above the lowest of the compared OMol25 structures with the same formula, charge and spin ... 2.5 kcal/mol
Multiplicity ... 1

Last column: Löwdin charge in e.
Cartesian coordinates (Å):
1 Ca -0.153 0.604 -0.347  1.2344
2 C 2.892 -4.008 6.625  -0.0598
3 C 1.843 -2.895 6.490  -0.5613
4 C 2.096 -1.838 7.574  -0.0572
5 C 0.465 -3.507 6.742  -0.0748
6 C 1.932 -2.250 5.110  -0.1936
7 C 0.884 -2.219 4.201  -0.0783
8 C 1.004 -1.603 2.969  -0.3912
9 Se -0.531 -1.609 1.820  1.1210
10 C -1.575 -0.381 2.871  -0.4141
11 C -2.421 -0.837 3.861  -0.0858
12 C -3.205 0.045 4.606  -0.2004
13 C -3.100 1.392 4.276  -0.0192
14 C -2.280 1.906 3.272  -0.0913
15 C -1.458 1.001 2.542  -0.4213
16 O -0.649 1.363 1.605  -0.3236
17 C -2.308 3.429 3.051  -0.5311
18 C -1.722 4.116 4.293  -0.0564
19 C -1.525 3.929 1.830  -0.0613
20 C -3.760 3.897 2.863  -0.0630
21 C -4.127 -0.403 5.740  -0.5628
22 C -3.663 0.221 7.063  -0.0562
23 C -5.567 0.043 5.457  -0.0585
24 C -4.127 -1.923 5.912  -0.0728
25 C 2.213 -0.993 2.515  -0.3705
26 O 2.313 -0.516 1.309  -0.1947
27 C 3.293 -1.013 3.462  -0.0791
28 C 3.110 -1.644 4.689  -0.0233
29 C 4.704 -0.429 3.238  -0.5305
30 C 5.084 0.491 4.413  -0.0635
31 C 4.851 0.417 1.977  -0.0833
32 C 5.723 -1.575 3.149  -0.0537
33 H 2.817 -4.492 7.604  0.0724
34 H 2.749 -4.763 5.850  0.0875
35 H 3.905 -3.615 6.517  0.0708
36 H 2.044 -2.283 8.574  0.0736
37 H 3.080 -1.379 7.458  0.0713
38 H 1.351 -1.044 7.509  0.0871
39 H 0.446 -3.976 7.730  0.0759
40 H -0.319 -2.748 6.713  0.0761
41 H 0.221 -4.267 5.999  0.0854
42 H -0.070 -2.672 4.440  0.0804
43 H -2.461 -1.904 4.038  0.0840
44 H -3.698 2.101 4.844  0.0923
45 H -0.686 3.804 4.443  0.0898
46 H -1.740 5.204 4.171  0.0742
47 H -2.281 3.863 5.197  0.0692
48 H -0.465 3.696 1.885  0.0760
49 H -1.888 3.492 0.900  0.0849
50 H -1.655 5.017 1.773  0.0764
51 H -4.392 3.670 3.723  0.0637
52 H -3.784 4.979 2.703  0.0750
53 H -4.201 3.417 1.986  0.0786
54 H -3.679 1.312 7.011  0.0732
55 H -4.311 -0.092 7.889  0.0738
56 H -2.640 -0.083 7.289  0.0847
57 H -5.636 1.128 5.359  0.0715
58 H -5.926 -0.395 4.523  0.0795
59 H -6.236 -0.268 6.266  0.0740
60 H -3.133 -2.299 6.160  0.0748
61 H -4.805 -2.202 6.723  0.0766
62 H -4.459 -2.430 5.004  0.0846
63 H 3.955 -1.666 5.370  0.0888
64 H 4.366 1.310 4.496  0.0904
65 H 5.101 -0.033 5.368  0.0623
66 H 6.078 0.918 4.246  0.0734
67 H 4.143 1.243 1.979  0.0824
68 H 5.867 0.829 1.955  0.0800
69 H 4.681 -0.167 1.074  0.0813
70 H 5.741 -2.172 4.062  0.0703
71 H 5.471 -2.239 2.320  0.0906
72 H 6.730 -1.177 2.981  0.0738
73 C -5.393 -0.055 0.970  -0.0844
74 N -5.033 -0.658 -0.300  -0.1677
75 C -5.855 -0.140 -1.390  -0.0922
76 C -3.645 -0.719 -0.540  -0.4329
77 N -2.750 -0.118 0.119  0.1418
78 N -3.324 -1.561 -1.595  0.1375
79 C -2.058 -1.784 -2.130  -0.5223
80 N -2.169 -2.238 -3.456  0.1181
81 N -0.991 -1.617 -1.468  0.0906
82 H -6.450 -0.253 1.159  0.0814
83 H -5.245 1.035 0.980  0.0870
84 H -4.808 -0.488 1.782  0.0857
85 H -6.901 -0.374 -1.182  0.0769
86 H -5.587 -0.577 -2.347  0.0511
87 H -5.742 0.945 -1.505  0.0835
88 H -3.143 0.516 0.805  0.0529
89 H -4.090 -1.932 -2.128  0.1209
90 H -2.682 -1.540 -3.995  0.0271
91 H -1.246 -2.345 -3.859  0.0853
92 H -0.176 -1.840 -2.040  0.0233
93 S -3.480 1.119 -4.036  0.3840
94 C -2.368 1.401 -2.817  -0.9327
95 N -1.594 1.597 -1.970  -0.0364
96 O 1.947 -3.239 0.113  -0.0961
97 H 2.102 -2.375 0.537  -0.0136
98 H 1.817 -3.003 -0.816  -0.0138
99 O 1.807 -2.040 -2.569  -0.0032
100 C 1.969 -0.928 -3.073  -0.5137
101 N 1.282 0.201 -2.768  -0.0706
102 S 1.619 1.376 -3.849  0.6174
103 O 0.580 1.533 -4.832  -0.3032
104 O 2.104 2.568 -3.192  -0.3181
105 C 2.973 0.555 -4.631  -0.2197
106 C 3.852 1.007 -5.597  -0.0431
107 C 4.823 0.112 -6.034  -0.0949
108 C 4.891 -1.185 -5.522  -0.0874
109 C 3.988 -1.616 -4.557  -0.0079
110 C 3.032 -0.718 -4.123  -0.1345
111 H 3.790 2.012 -5.992  0.1140
112 H 5.540 0.428 -6.782  0.0925
113 H 5.660 -1.858 -5.879  0.0927
114 H 4.017 -2.614 -4.139  0.1174
115 N 2.978 3.793 -0.629  0.1357
116 C 2.377 2.568 -0.375  -0.6676
117 N 3.189 1.493 -0.280  0.1695
118 O 1.165 2.506 -0.207  -0.0934
119 H 3.746 3.714 -1.282  0.0814
120 H 2.279 4.425 -0.998  0.0956
121 H 4.177 1.689 -0.221  0.0893
122 H 2.887 0.697 0.304  0.0433